ORCA calculation (wB97M-V/def2-TZVPD) on C22H37CoF5N2O20S4 as an isolated structure in a non-equilibrium geometry.

```
91
Properties=species:S:1:pos:R:3:mulliken_spin:R:1
Co -9.69657 -5.83581 11.99589 2.7492
N -11.47320 -6.52427 12.45032 0.0403
S -12.96380 -6.35391 12.07510 0.0029
O -13.70470 -5.25343 12.69890 0.0059
O -13.72224 -7.55448 11.71779 0.0083
F -12.66510 -5.75083 10.65157 0.0029
S -11.96168 -7.38958 13.86929 0.0087
O -12.09522 -8.78869 13.65667 0.0004
O -12.84986 -6.82378 14.85628 0.0048
F -10.52125 -7.30806 14.57410 0.0007
N -8.52422 -5.83431 10.40874 0.0251
S -7.07398 -6.63549 10.09211 0.0094
O -6.10376 -5.86729 9.30483 0.0041
O -7.11150 -8.07015 9.99566 0.0001
F -6.56208 -6.38877 11.61978 0.0029
S -8.83658 -5.83725 8.94323 0.0114
O -9.07331 -7.07139 8.24540 0.0039
O -8.27656 -4.74850 8.16758 0.0060
F -10.36455 -5.38639 9.16245 0.0089
C -7.02909 -10.37586 15.36750 0.0002
C -7.74698 -9.13839 14.76172 0.0012
O -8.48869 -9.72391 13.69689 0.0038
C -8.92974 -8.98949 12.68595 0.0071
O -8.79709 -7.74333 12.64439 0.0064
O -9.49133 -9.81115 11.77383 0.0014
C -10.23136 -9.25119 10.72286 -0.0041
H -6.29221 -10.99399 14.85465 0.0000
H -7.75259 -11.15614 15.60374 0.0000
H -6.40929 -10.13789 16.23198 0.0000
H -6.97437 -8.43962 14.44095 -0.0003
H -8.44290 -8.62112 15.42219 -0.0001
H -9.69317 -8.99496 9.81029 -0.0001
H -10.71391 -8.33126 11.05295 0.0108
H -10.95308 -10.01395 10.43059 -0.0005
C -5.04530 -9.24110 12.35632 -0.0001
C -3.93559 -8.33736 12.86022 0.0001
O -4.08120 -8.16053 14.31166 0.0000
C -3.17425 -7.53850 14.88936 0.0000
O -2.15053 -6.97663 14.36391 0.0000
O -3.43530 -7.62209 16.15814 0.0001
C -2.41045 -7.37755 17.11493 0.0000
H -4.86106 -10.18410 12.87101 0.0000
H -5.03564 -9.41219 11.27987 0.0000
H -6.03256 -8.92182 12.69021 0.0002
H -4.00899 -7.39572 12.31614 0.0000
H -2.96843 -8.77040 12.60490 0.0000
H -1.63653 -8.13613 16.99789 0.0000
H -2.82609 -7.34977 18.12219 0.0000
H -1.85701 -6.45994 16.91544 0.0000
C -13.68499 -1.04990 11.10242 0.0003
C -12.92192 -2.23016 10.51263 -0.0003
O -11.49839 -2.01848 10.34779 0.0020
C -10.50829 -2.77750 10.91778 0.0093
O -10.66235 -3.90789 11.40656 0.0016
O -9.27185 -2.09879 10.80281 0.0016
C -8.19595 -2.52162 11.46091 0.0026
H -13.51340 -0.84673 12.15948 0.0000
H -14.76192 -1.03904 10.93445 0.0000
H -13.36954 -0.12665 10.61642 -0.0001
H -13.37747 -2.62145 9.60298 0.0001
H -12.90297 -2.98420 11.29950 -0.0003
H -8.15514 -3.61083 11.46804 0.0110
H -8.23326 -2.10895 12.46908 0.0004
H -7.33169 -2.05135 10.99186 0.0003
C -6.08857 -5.45915 15.88727 -0.0003
C -6.59708 -4.17765 15.24690 -0.0006
O -7.94559 -4.02064 15.54816 0.0018
C -8.95379 -4.34175 14.73993 0.0093
O -8.85869 -4.86222 13.65764 0.0376
O -10.00493 -4.00236 15.39389 0.0008
C -11.23348 -3.47642 14.80406 -0.0015
H -6.69221 -6.35171 15.72281 0.0002
H -5.68746 -5.46668 16.90076 -0.0001
H -5.16174 -5.67931 15.35753 0.0001
H -6.42103 -3.98311 14.18895 0.0005
H -6.16237 -3.30636 15.73678 0.0003
H -11.50766 -2.49868 15.20022 0.0000
H -12.03567 -4.18017 15.02616 0.0001
H -11.04120 -3.30788 13.74447 0.0017
F -15.77057 -10.22853 8.50755 0.0000
C -14.40748 -10.18259 8.35531 0.0000
C -13.60834 -11.31838 8.12022 0.0000
C -12.21552 -11.18321 7.86338 0.0000
C -11.74611 -9.90262 7.86115 0.0001
C -12.51976 -8.77767 8.07203 -0.0002
C -13.86758 -8.90140 8.46458 0.0000
H -13.91624 -12.35355 8.12063 0.0000
H -11.50383 -11.96293 7.63551 0.0000
H -10.68187 -9.86879 7.68048 0.0000
H -11.98056 -7.84222 8.09636 -0.0002
H -14.50769 -8.10566 8.81596 0.0000
```

max |F|: 11.94 eV/A
E_LUMO (spin up / spin down): -0.8 / -1.5 eV
Kohn-Sham gap (spin up / spin down): 8.26 / 7.53 eV
spin multiplicity: 4